Entry 1:
23
Properties=species:S:1:pos:R:3:forces:R:3:nbo_charge:R:1 method="wB97M-V/def2-TZVPD" smiles=Cc1ccccc1.CC multiplicity=1 molar_mass_da=122.21 e_above_lowest_kcal_mol=26.7 gap_ev=10.02
C 1.8046 2.5635 1.2887 2.1 -1.4 -0.4 -0.62
C 1.1939 2.6320 2.6764 -0.8 1.1 0.1 -0.63
H 2.7989 3.0301 1.3074 -0.2 0.1 -0.2 0.20
H 2.0037 1.5410 0.8954 -0.1 0.2 0.8 0.21
H 1.2629 2.9474 0.4248 -0.5 0.7 0.6 0.21
H 1.6297 2.2282 3.5899 1.2 -0.5 -0.6 0.22
H 1.1475 3.7231 2.9652 -0.9 -1.1 -0.4 0.21
H 0.2706 2.0542 2.6382 -0.7 0.8 0.2 0.20
C -1.9419 -0.5575 -2.8047 -0.4 -0.8 0.6 -0.64
C -0.1580 -0.8346 0.5210 -0.8 0.9 0.6 -0.21
C -0.0145 -2.1875 0.7441 0.0 0.2 -2.0 -0.23
C -0.6660 -0.2955 -0.6893 0.0 -1.1 1.0 -0.22
C -1.0224 -1.1255 -1.7439 0.5 1.4 1.2 0.01
C -0.1307 -2.9566 -0.4316 1.6 -1.2 1.4 -0.21
C -0.5166 -2.4234 -1.6224 -1.3 -0.6 -2.4 -0.23
H -0.0787 -0.1529 1.3631 0.3 0.1 -0.1 0.21
H 0.2478 -2.6662 1.6725 0.1 0.3 0.2 0.22
H -0.9058 0.7472 -0.7179 -0.1 0.5 0.0 0.21
H 0.2776 -3.9824 -0.3515 -0.7 0.5 -0.4 0.21
H -1.4231 -0.2778 -3.6899 0.4 0.0 -1.0 0.22
H -2.4952 0.3302 -2.4825 0.4 -0.1 0.3 0.22
H -0.5651 -3.0341 -2.5513 0.0 0.1 0.9 0.21
H -2.7193 -1.3030 -3.0016 0.2 0.1 -0.4 0.22

Entry 2:
70
Properties=species:S:1:pos:R:3:forces:R:3:nbo_charge:R:1 method="wB97M-V/def2-TZVPD" multiplicity=1 molar_mass_da=626.58 gap_ev=7.08
C -23.8423 8.3982 -11.2017 -0.5 0.7 -0.2 -0.49
N -22.8310 7.3350 -11.0555 0.1 -0.2 -0.2 0.54
O -21.9684 7.4818 -10.2089 0.0 0.0 0.1 -0.40
O -22.9234 6.3840 -11.7997 0.0 0.1 0.1 -0.35
H -23.5112 9.2900 -10.6817 0.1 -0.1 0.1 0.23
H -24.7963 8.0535 -10.8105 0.1 -0.2 0.1 0.24
H -23.9891 8.6192 -12.2550 0.2 -0.2 -0.1 0.24
C -24.7043 7.8629 -1.8976 -1.2 -0.3 0.7 -0.48
N -24.9943 9.3080 -2.0941 0.1 0.2 -0.2 0.53
O -24.0282 10.0431 -2.1815 -0.2 0.0 0.0 -0.37
O -26.1559 9.6604 -2.1629 0.3 -0.1 0.0 -0.38
H -23.7515 7.7907 -1.4019 0.2 -0.2 -0.3 0.24
H -24.8252 7.3295 -2.8347 0.6 0.2 -0.2 0.24
H -25.5043 7.4663 -1.2694 0.1 0.2 0.1 0.23
C -18.7028 7.6480 -9.9802 0.1 0.4 0.3 -0.48
N -18.7457 8.8892 -9.1410 0.2 0.2 -0.2 0.55
O -18.2820 9.9066 -9.6218 -0.2 -0.4 0.3 -0.37
O -19.2739 8.8180 -8.0434 0.0 0.0 -0.1 -0.42
H -18.9168 6.8129 -9.3263 -0.1 -0.1 -0.1 0.25
H -17.7135 7.6024 -10.4207 0.0 0.0 0.0 0.23
H -19.4598 7.8171 -10.7390 0.0 -0.2 -0.1 0.24
C -18.7103 4.5822 -5.4592 0.2 0.0 -0.4 -0.48
N -18.7692 5.3008 -6.7679 -0.1 0.2 0.2 0.54
O -17.7351 5.8005 -7.1587 0.1 0.0 -0.1 -0.39
O -19.8304 5.3615 -7.3526 0.0 -0.1 0.0 -0.38
H -18.1252 3.6847 -5.6451 -0.1 0.0 0.0 0.24
H -19.7193 4.3513 -5.1460 0.0 0.1 0.1 0.23
H -18.1596 5.2292 -4.7862 -0.1 0.0 0.1 0.24
C -21.7908 9.1904 -6.0404 -0.2 0.3 -0.3 -0.11
C -22.0814 7.7516 -6.4053 -0.8 0.6 0.1 -0.10
O -21.4901 7.0116 -5.3217 0.2 -0.7 -0.1 -0.70
S -21.2411 7.9228 -4.0496 0.0 0.7 -1.1 2.57
O -19.8506 8.1988 -3.9778 0.5 0.0 0.2 -0.93
O -21.9051 7.3966 -2.9190 -0.3 -0.1 0.3 -0.91
O -21.9975 9.2117 -4.6120 0.0 -0.6 0.5 -0.68
H -22.5096 9.8685 -6.4924 0.1 0.1 0.1 0.22
H -20.7670 9.4993 -6.2440 0.0 0.0 -0.2 0.22
H -21.7392 7.4918 -7.4032 0.6 -0.4 0.3 0.24
H -23.1592 7.5756 -6.3451 0.1 0.0 -0.1 0.19
C -19.6854 8.6144 -0.6714 1.0 0.4 -0.1 -0.10
C -20.9847 8.6030 0.1017 -0.9 0.3 -0.2 -0.11
O -20.8243 9.5302 1.1762 0.1 0.0 0.1 -0.69
S -19.2929 9.7098 1.5769 -0.4 0.0 -0.4 2.57
O -18.9709 8.8462 2.6458 0.2 -0.4 0.7 -0.92
O -19.0219 11.0913 1.6637 0.1 0.4 0.1 -0.89
O -18.6819 9.1007 0.2565 0.0 -0.2 -0.2 -0.70
H -19.6580 9.3167 -1.5008 -0.3 0.0 0.0 0.21
H -19.3472 7.6413 -1.0155 -0.2 -0.1 0.1 0.21
H -21.2797 7.6227 0.4758 0.2 0.0 0.1 0.19
H -21.8018 9.0139 -0.4935 0.1 -0.2 -0.1 0.22
N -20.1143 12.2956 -3.3304 0.1 -0.5 0.4 -0.52
C -19.9850 13.5649 -2.8674 -0.3 0.5 0.0 -0.07
C -20.7892 13.7076 -1.7638 0.3 -0.3 0.1 -0.31
C -21.3695 12.4341 -1.5065 -0.2 0.2 0.2 -0.29
C -20.9238 11.5836 -2.4766 0.2 0.1 -0.6 -0.09
H -19.6056 11.9037 -4.1079 0.0 0.1 0.0 0.43
H -19.3571 14.2922 -3.3527 0.0 -0.1 -0.1 0.21
H -20.8938 14.6011 -1.1732 0.0 0.0 0.0 0.22
H -22.0518 12.2000 -0.7057 0.0 -0.1 0.0 0.22
H -21.1117 10.5505 -2.7008 -0.2 0.0 0.2 0.19
N -17.7290 10.5855 -5.3189 -0.4 0.2 -0.1 -0.51
C -17.0365 11.2805 -4.3581 0.3 -0.2 -0.5 -0.07
C -17.1457 12.6164 -4.6444 -0.9 0.0 0.5 -0.31
C -18.0899 12.7347 -5.7092 0.9 0.0 -0.7 -0.32
C -18.3740 11.4687 -6.1536 0.2 0.0 0.3 -0.10
H -17.8123 9.5864 -5.3887 0.0 0.0 0.1 0.42
H -16.5468 10.7521 -3.5585 0.2 0.1 0.0 0.22
H -16.7312 13.4163 -4.0547 0.0 0.0 0.0 0.23
H -18.3859 13.6312 -6.2302 0.0 0.1 0.2 0.23
H -18.9017 11.1489 -7.0346 -0.1 -0.1 0.1 0.23

Entry 3:
38
Properties=species:S:1:pos:R:3:forces:R:3:lowdin_spin:R:1 method="wB97M-V/def2-TZVPD" charge=+1 multiplicity=2 s_squared=0.7560 molar_mass_da=224.25 e_above_lowest_kcal_mol=64.3 gap_ev="10.24 / 4.79"
C -1.3341 0.8940 -3.0069 0.5 2.3 0.0 0.05
C -0.7946 0.9145 -1.5524 -1.8 -1.7 1.7 0.10
C 0.0324 2.0763 -1.2503 -0.7 2.6 2.7 0.01
C -0.3152 2.7148 0.2204 0.0 1.7 -1.5 0.01
C -0.1594 1.5753 1.1957 1.7 -0.1 4.5 -0.01
N -1.3082 1.1179 1.8714 2.2 -1.9 -0.4 0.00
O 1.0268 1.2188 1.6235 -4.9 0.7 -2.6 0.04
N -0.0511 -0.3427 -1.2920 -1.4 1.7 -1.9 0.64
H -0.4994 1.0295 -3.6531 1.3 -0.1 -0.4 0.00
H -1.6584 -0.0553 -3.1993 -1.7 -2.2 -0.8 0.00
H -1.9601 1.7404 -3.4320 0.0 -1.1 1.6 0.00
H -1.7063 0.9035 -0.6962 1.7 -0.3 -2.2 0.07
H -0.2233 2.8324 -1.9811 0.5 0.3 -0.2 0.01
H 1.0836 1.8804 -1.1590 0.6 -0.1 -0.7 0.00
H -1.2663 3.4377 0.2751 1.5 -2.4 -0.2 0.00
H 0.4976 3.4722 0.4023 -0.6 -1.0 0.1 0.00
H -2.2699 1.3405 1.6896 0.0 0.6 -0.4 0.00
H -1.2186 0.2385 2.4580 0.1 1.6 -0.7 0.00
H -0.3320 -1.1305 -1.8720 -0.3 -0.4 0.3 0.01
H 0.9452 -0.2751 -1.1930 0.8 0.1 0.7 0.02
H -0.6001 -1.7383 3.5568 3.2 0.8 0.7 0.00
H -1.4680 -2.8298 3.3391 -0.9 3.0 0.5 0.00
O -1.5159 -1.7862 3.5001 -2.0 -3.8 -1.3 0.00
H 4.0562 2.0121 -0.0810 1.0 -0.9 0.4 0.00
H 2.7290 2.5201 -0.0774 -2.2 -0.1 1.3 0.00
O 3.5266 2.6572 -0.5163 1.1 1.1 -1.6 0.00
H -0.6927 -2.0601 -0.1617 0.8 -1.7 1.8 0.00
H -0.9213 -1.6917 1.2882 1.3 -1.9 -0.4 0.00
O -0.3578 -2.3725 0.7542 -2.9 3.5 -1.6 0.05
H -2.4152 -3.7107 -1.5367 -0.7 -0.3 0.5 0.00
H -1.3624 -3.5859 -2.5874 0.1 0.0 0.0 0.00
O -1.7176 -3.1299 -1.8151 0.7 0.5 -0.6 0.00
H 1.3560 -3.7989 2.3391 0.2 0.2 1.5 0.00
H 0.7818 -2.5912 1.9367 0.7 0.1 2.1 0.00
O 1.1310 -2.9658 2.8202 -0.4 -0.4 -3.1 0.00
H 3.3568 -0.8376 0.4541 0.7 0.8 0.3 0.00
H 2.3336 0.1965 0.7227 0.0 0.7 0.7 0.00
O 3.2914 0.1296 0.6157 -0.4 -1.8 -0.7 0.00

Entry 4:
66
Properties=species:S:1:pos:R:3:forces:R:3:nbo_charge:R:1 method="wB97M-V/def2-TZVPD" multiplicity=1 molar_mass_da=418.50 e_above_lowest_kcal_mol=673.0 gap_ev=6.46
C 0.7199 -2.3358 2.3838 0.4 -0.8 -0.7 -0.62
C 1.1149 -2.3276 0.8763 1.5 -1.8 1.2 -0.07
C 1.3787 -3.8357 0.3106 -3.6 0.5 3.4 -0.07
O 1.9938 -3.8382 -0.8681 5.5 -12.2 4.3 -0.58
C 2.1824 -5.1111 -1.4736 -0.3 -1.2 0.1 -0.27
N 0.2747 -1.4183 0.1371 0.0 -11.7 1.2 -0.91
H 1.5032 -2.7234 3.0352 0.4 -0.1 -0.4 0.22
H -0.1009 -3.0376 2.5308 -0.5 0.5 0.1 0.21
H 0.5736 -1.3104 2.7233 -0.5 -0.7 -0.1 0.24
H 2.0810 -1.8239 0.9075 0.7 -0.2 0.0 0.17
H 0.3960 -4.2796 0.1509 -0.9 0.2 0.0 0.16
H 1.7146 -4.5218 1.0880 1.1 0.4 0.3 0.20
H 1.7608 -5.9909 -0.9874 -0.4 0.3 1.0 0.20
H 3.2225 -5.4187 -1.5816 0.0 0.7 -0.5 0.22
H 1.5652 -5.1035 -2.3719 0.7 0.1 -0.7 0.18
H -0.6500 -1.8233 0.1056 -0.9 -0.5 2.0 0.38
H 0.4394 -1.4994 -0.8560 1.9 -1.6 1.5 0.44
C -0.0898 0.7433 3.0584 1.2 -0.6 1.9 -0.65
C -0.8095 2.0582 2.6888 0.9 0.0 2.7 -0.08
C -0.7721 2.9432 3.9582 -2.7 -0.2 -0.1 -0.07
O -1.6697 4.0915 3.7847 0.9 -2.2 -0.2 -0.53
C -1.4403 5.0362 4.7504 0.5 2.3 0.6 -0.25
N -0.0868 2.6368 1.6243 0.5 4.2 1.5 -0.81
H 0.5628 0.3089 2.3012 -0.7 0.5 1.1 0.23
H -0.7106 -0.0804 3.4106 -0.3 0.4 0.1 0.22
H 0.6989 0.9000 3.7943 -0.4 0.5 1.0 0.20
H -1.8433 1.8542 2.4103 0.0 0.2 -0.1 0.22
H 0.1934 3.2473 4.3625 0.4 0.1 -0.6 0.18
H -1.2191 2.2887 4.7065 -0.1 0.1 0.6 0.17
H -1.3763 4.7932 5.8110 -0.4 -1.1 0.1 0.16
H -2.1998 5.8157 4.6910 -0.1 -0.1 -0.2 0.20
H -0.4824 5.5313 4.5911 0.3 0.2 -0.3 0.16
H 0.8398 2.8918 1.9348 0.2 0.4 0.3 0.36
H -0.5525 3.4770 1.3124 0.1 0.1 -0.5 0.41
C -1.3481 4.0074 -2.0379 3.4 -2.3 -1.2 0.75
O -1.4824 4.9549 -2.7254 -0.9 3.9 -2.5 -0.69
N -1.9641 3.5825 -1.0213 -9.5 5.6 5.0 -0.88
N -0.3979 3.0562 -2.1428 4.7 2.8 -8.0 -0.93
H -2.5978 4.1587 -0.4861 -0.3 0.6 -0.7 0.34
H -1.6939 2.7367 -0.5400 -3.2 2.3 -0.3 0.41
H 0.1846 3.0395 -2.9677 -0.2 0.3 -0.1 0.36
H -0.3981 2.3775 -1.3948 2.2 1.4 -3.7 0.37
C -0.5791 0.8554 -0.3753 -0.8 -2.7 -0.1 0.81
O -0.8864 2.0221 -0.5167 1.6 -10.2 7.9 -0.65
N 0.0469 0.5386 0.6828 2.0 2.4 1.7 -0.88
N -0.9031 -0.1410 -1.1984 -2.3 1.3 -2.3 -0.83
H 0.1447 1.3706 1.2470 0.5 0.1 -1.9 0.40
H 0.6189 -0.2933 0.6535 -0.7 1.8 0.8 0.41
H -1.2402 0.0231 -2.1363 -0.4 0.6 0.3 0.45
H -0.5299 -1.0287 -0.8939 -3.5 2.7 -2.8 0.35
C -1.0610 -0.9671 -4.4589 -0.9 3.4 -3.3 0.74
O -0.9433 0.2324 -4.6485 -0.3 0.6 0.2 -0.67
N -0.8552 -1.6432 -3.4406 -5.9 -5.3 8.0 -0.82
N -1.3234 -1.8412 -5.3715 -1.9 -2.8 -6.9 -0.83
H -0.3375 -1.1483 -2.7284 -2.1 -1.3 -0.2 0.41
H -1.0541 -2.6334 -3.4401 0.1 0.5 0.3 0.36
H -1.5270 -2.8044 -5.1458 0.0 0.5 -0.5 0.36
H -1.4852 -1.5308 -6.3189 -0.2 -0.1 0.2 0.39
C 1.3967 -1.1978 -2.2113 -0.1 0.2 -8.1 0.69
O 0.8421 -0.8966 -3.3197 11.0 3.9 3.1 -0.66
N 1.4608 -2.4613 -1.8877 -1.2 4.7 -2.5 -0.81
N 1.8650 -0.4141 -1.2871 2.4 3.4 0.4 -0.81
H 1.0971 -3.2704 -2.3705 0.1 1.3 -0.6 0.41
H 1.9352 -2.5951 -1.0061 0.0 2.8 -2.4 0.42
H 1.6701 0.5678 -1.4215 0.5 0.0 0.3 0.44
H 2.1332 -0.7944 -0.3907 0.4 0.9 -0.6 0.38